No. 1
# C6H6

An isolated molecule of C6H6 (ωB97M-V/def2-TZVPD, OMol25).

As for the total charge: 0. As for the SMILES: C#CCC=C=C. As for the HOMO-LUMO gap: 10.4 eV. As for the spin multiplicity: 1. The calculation puts the relative energy (zero: lowest compared OMol25 entry of this formula, charge and spin) at 97.99 kcal/mol.

Atoms and positions in Å:
C -2.5573 0.4591 -0.8291
C 3.0607 0.0109 0.3910
C 1.8892 -0.1463 0.6127
H 0.0260 0.4742 1.3922
H 0.1219 -1.2840 -1.1857
H -2.0059 1.2493 -1.3409
H 4.1002 0.1529 0.2030
H 0.3259 -1.2594 1.4681
C -0.2952 -0.6410 -0.4219
C -1.5353 -0.2768 -0.5308
C 0.4653 -0.3714 0.8461
H -3.6083 0.2528 -0.6069

***

No. 2
# C6H64NO26

C6H64NO26 as an isolated structure (ωB97M-V/def2-TZVPD, OMol25).

As for the total charge: +1. As for the HOMO-LUMO gap: 8.1 eV. As for the spin multiplicity: 1. The calculation puts the relative energy (zero: lowest compared OMol25 entry of this formula, charge and spin) at 91.30 kcal/mol.

Atoms and positions in Å:
H -27.4465 -16.6242 -42.1706
H -26.0529 -14.1393 -43.9749
N -25.2306 -16.8826 -40.8055
O -25.8903 -19.5105 -41.7841
H -20.1204 -17.2955 -39.1684
C -23.9357 -17.7586 -38.8168
O -22.6558 -13.9943 -44.0831
H -28.3346 -12.5371 -41.5029
H -18.7583 -17.5900 -38.0805
H -24.9704 -17.0903 -42.8988
O -22.7158 -16.8890 -45.0843
H -31.1779 -16.8547 -45.5674
H -27.1936 -14.4558 -39.8670
H -21.9193 -14.7392 -40.9488
H -18.7404 -18.7449 -37.2329
H -22.5529 -14.9422 -44.0296
C -25.2781 -16.2946 -42.1757
O -26.6605 -15.5763 -43.9862
H -21.8824 -17.4551 -38.7877
H -21.2158 -22.1570 -38.1913
H -21.3463 -20.6369 -40.0743
H -31.6826 -15.7029 -43.9085
H -22.9099 -17.1345 -46.0059
O -24.6663 -13.4235 -39.0093
H -28.1754 -12.2512 -40.0104
H -25.6969 -17.8265 -40.8259
H -24.4795 -12.9462 -38.1071
O -20.5264 -21.7455 -37.5909
H -25.8600 -16.4533 -40.1334
H -28.3310 -14.3142 -43.9219
O -28.0990 -12.9869 -40.5384
C -22.7028 -18.7682 -37.2262
H -22.9323 -19.7372 -37.6252
H -22.8231 -17.7253 -44.6358
O -21.1614 -17.2689 -39.5231
H -27.3396 -18.5694 -39.3079
O -29.4799 -19.2160 -44.5079
H -21.4053 -16.3098 -41.1028
H -22.9607 -13.0579 -39.8917
H -19.7343 -16.7478 -36.1132
O -21.8417 -15.5437 -41.5955
O -23.8888 -21.2498 -40.5300
H -24.2627 -18.8707 -38.8568
C -23.8771 -17.1768 -40.3287
H -32.6850 -14.5494 -43.8565
C -26.6317 -15.8586 -42.5886
H -28.9427 -19.4481 -45.2066
H -26.1363 -20.0013 -38.2786
H -27.8495 -16.9697 -39.5259
H -22.4396 -15.8022 -36.1879
H -26.7205 -19.7674 -41.9797
O -22.1203 -13.5413 -40.1877
H -28.0642 -15.0682 -45.5043
H -21.2240 -19.0934 -39.5939
H -23.6141 -13.7935 -43.9277
H -25.3734 -14.0547 -38.8084
O -19.6968 -20.3179 -35.2237
H -27.4971 -12.7104 -46.4447
H -23.3008 -17.6427 -40.9788
O -20.9916 -20.1070 -39.3225
H -19.2229 -21.2501 -34.9352
H -25.5279 -20.0312 -42.4676
O -20.4955 -16.4133 -35.6233
O -26.6945 -15.1351 -39.2746
H -28.0284 -14.3803 -47.9718
H -23.4938 -16.1272 -40.2338
H -23.3447 -18.5488 -36.3308
H -20.8176 -16.8807 -34.8829
O -31.8962 -14.8929 -43.4704
H -20.2951 -21.0318 -38.0892
H -24.8715 -21.1219 -40.7062
H -21.6239 -18.8109 -36.8648
H -28.8010 -16.1426 -44.1703
O -27.2119 -12.1628 -45.7023
H -21.4467 -12.8207 -40.3094
O -23.0166 -15.1959 -36.6045
O -31.2224 -17.1296 -44.7472
H -23.4448 -20.6527 -41.0355
H -24.5946 -17.2135 -38.1050
O -27.8436 -17.8695 -39.8175
O -18.9049 -17.8581 -37.2385
O -26.6459 -19.3131 -37.7758
H -26.9480 -14.8316 -42.0473
H -24.5793 -15.5037 -42.2848
O -22.6557 -17.7451 -38.2698
H -26.9121 -15.0212 -38.3520
H -22.6141 -14.9611 -37.3618
C -28.0998 -15.2908 -44.3487
O -25.3967 -13.5572 -43.7538
H -29.2557 -13.8921 -47.5297
H -26.6566 -19.5134 -36.7102
O -28.3636 -13.6628 -47.8936
H -31.9136 -17.7903 -44.8448
H -20.1257 -20.4461 -36.1387
H -28.1027 -12.0145 -45.4194
H -26.0162 -12.8705 -44.3717
H -29.9077 -18.3572 -44.5517

***

No. 3
# C6H6Br2

An isolated molecule of C6H6Br2 (ωB97M-V/def2-TZVPD, OMol25).

As for the total charge: 0. As for the SMILES: C/C=C/[C@H](Br)C#CBr. As for the HOMO-LUMO gap: 9.4 eV. As for the spin multiplicity: 1. The calculation puts the relative energy (zero: lowest compared OMol25 entry of this formula, charge and spin) at 43.39 kcal/mol.

Atoms and positions in Å:
C 2.3407 0.5780 -0.5372
Br 2.2060 2.7830 -4.3227
H 1.4458 -0.7541 0.8933
H -1.0888 -0.9424 1.3069
H -2.0535 -0.6696 -0.0623
C -0.0767 0.2851 -0.2254
Br 2.8708 2.0075 0.8785
C 1.1848 -0.0962 0.0961
H 3.0901 -0.1280 -0.7645
H -1.6649 0.8551 0.8333
C 2.2785 1.8800 -2.7907
C -1.3480 -0.1229 0.5280
H -0.2573 1.1473 -0.8191
C 2.1071 1.3224 -1.7347

***

No. 4
# C6H6BrClSi

A 2-piece molecular cluster, C6H6BrClSi overall (ωB97M-V/def2-TZVPD, OMol25).

As for the total charge: 0. As for the HOMO-LUMO gap: 7.6 eV. As for the spin multiplicity: 1. The calculation puts the relative energy (zero: lowest compared OMol25 entry of this formula, charge and spin) at 54.09 kcal/mol.

Atoms and positions in Å:
Br 0.6813 -2.7737 -3.3372
H 2.6512 -2.3249 -1.1898
H -1.1142 -1.2965 -1.6253
H 0.5861 1.9062 1.7236
C -0.8019 -0.7190 -0.8789
Si 1.6817 -1.5068 -1.8128
C -1.7106 -0.0952 0.0107
H 2.1006 0.5889 0.1345
C -1.1536 0.7692 0.9475
C 0.1625 1.1264 0.9365
C 0.5664 -0.4816 -0.7576
H -1.9932 1.1417 1.6821
H -2.7953 -0.2201 0.0594
Cl 3.4741 0.5913 -3.3370
C 1.0667 0.4434 0.1192

***

No. 5
# C6H6BrFN3

A 2-piece molecular cluster, C6H6BrFN3 overall (ωB97M-V/def2-TZVPD, OMol25).

As for the total charge: +1. As for the HOMO-LUMO gap: 8.5 eV. As for the spin multiplicity: 1. The calculation puts the relative energy (zero: lowest compared OMol25 entry of this formula, charge and spin) at 0.00 kcal/mol.

Atoms and positions in Å:
N -0.2425 3.3272 -0.6738
C 0.1106 -1.2601 -0.2440
C 1.9697 -0.4115 1.0004
H -1.1480 1.2433 -1.9061
F 2.9638 -0.5011 1.7574
N -1.1326 0.3318 -1.5390
H -1.7179 -0.3130 -1.9134
Br -3.6645 -0.7520 0.8378
C 1.7471 0.8359 0.4504
H 2.5583 1.6493 0.6117
H 1.0858 -2.3636 1.3425
C -0.1329 0.0148 -0.7873
H -0.4455 -2.0770 -0.6317
H -3.8699 -1.6236 1.8747
N 0.6652 1.0495 -0.3408
C 1.0700 -1.4297 0.7139
C 0.1833 2.2799 -0.5529

***

No. 6
# C6H6BrN3O2S

C6H6BrN3O2S as an isolated structure (ωB97M-V/def2-TZVPD, OMol25).

As for the total charge: 0. As for the HOMO-LUMO gap: 9.6 eV. As for the spin multiplicity: 1. The calculation puts the relative energy (zero: lowest compared OMol25 entry of this formula, charge and spin) at 35.97 kcal/mol.

Atoms and positions in Å:
H -0.2367 -0.0501 2.1123
O 2.1162 -0.7607 -0.9533
H -1.6679 2.5566 1.5275
H 3.9385 -1.1231 -1.5718
C 3.1851 -1.7023 -1.0021
H -0.6755 2.7884 -1.2500
Br -4.7910 -0.1913 -0.3799
O 1.2736 -1.8400 0.8476
N 0.3000 0.0698 0.1755
C -0.6040 1.9701 -0.5347
N -2.8515 1.4855 0.2427
C -0.7587 -0.0450 1.2336
H 3.3961 -1.8504 -0.0207
N 0.2785 1.0701 -0.6591
C 1.2575 -0.9249 0.0408
S -2.1538 -1.0473 0.8227
C -3.1383 0.2567 0.1906
H 2.7150 -2.5442 -1.4201
C -1.5831 1.8822 0.5985

***

No. 7
# C6H6CaO5

C6H6CaO5 as an isolated structure (ωB97M-V/def2-TZVPD, OMol25).

As for the total charge: +2. As for the HOMO-LUMO gap: 10.9 eV. As for the spin multiplicity: 1. The calculation puts the relative energy (zero: lowest compared OMol25 entry of this formula, charge and spin) at 0.00 kcal/mol.

Atoms and positions in Å:
O -2.2683 -2.1516 1.4742
O 2.5914 -1.2794 2.1666
C 0.5105 2.8164 1.2567
H 1.2388 2.1576 1.7545
H -0.2441 2.9536 -0.7157
H 0.1784 4.8554 0.7710
C -1.5270 -1.4177 1.0138
C 1.1844 -0.7403 -1.7807
O -2.5389 1.1672 -2.1987
H -0.4804 2.6137 1.6851
O 1.7729 -1.0703 -2.6909
O 0.4945 2.4982 -0.2841
Ca 0.0163 0.3560 0.2120
C 1.7660 -0.8532 1.5045
H 0.9777 4.6938 2.3470
H 1.8844 4.3823 0.8434
C 0.9114 4.2678 1.3410
C -1.8029 0.6864 -1.4548

***

No. 8
# C6H6Cl18

A 6-piece molecular cluster, C6H6Cl18 overall (ωB97M-V/def2-TZVPD, OMol25).

As for the total charge: 0. As for the SMILES: ClC(Cl)Cl.ClC(Cl)Cl.ClC(Cl)Cl.ClC(Cl)Cl.ClC(Cl)Cl.ClC(Cl)Cl. As for the HOMO-LUMO gap: 11.2 eV. As for the spin multiplicity: 1. The calculation puts the relative energy (zero: lowest compared OMol25 entry of this formula, charge and spin) at 14.99 kcal/mol.

Atoms and positions in Å:
H 11.9238 9.9982 24.5492
Cl 4.8440 10.8437 28.6028
C 10.9686 9.5726 24.8566
Cl 10.3120 10.3818 26.3037
C 6.6969 10.5244 20.9013
Cl 7.7861 11.9900 20.8704
C 8.0766 15.1543 28.3976
Cl 11.4449 7.9180 25.2640
Cl 5.0027 10.9689 21.0130
Cl 6.6183 10.5010 24.4175
H 7.0521 9.9369 21.7479
Cl 5.8188 12.9542 25.5650
Cl 9.8323 9.5703 23.5049
Cl 8.6136 15.6835 29.9848
Cl 11.6285 11.8853 20.8693
Cl 11.6203 14.8700 21.4176
Cl 8.8785 13.6506 27.9263
H 8.2365 15.9041 27.6227
Cl 12.1611 12.9054 23.5024
Cl 7.0900 9.1970 27.5785
H 10.1415 13.1378 22.2052
C 6.1172 9.7309 29.0530
Cl 7.0335 9.7762 19.3182
H 7.6898 11.6778 26.2380
C 7.2280 11.9437 25.2871
Cl 7.2032 10.6118 30.1409
Cl 6.3085 14.8358 28.3770
C 11.2024 13.2041 21.9640
Cl 8.4443 12.7522 24.2229
H 5.5641 8.9153 29.5189

***

No. 9
# C6H6Cl2F2

A 2-piece molecular cluster, C6H6Cl2F2 overall (ωB97M-V/def2-TZVPD, OMol25).

As for the total charge: 0. As for the SMILES: C=C/C=C/C(Cl)=C(F)F.Cl. As for the HOMO-LUMO gap: 8.1 eV. As for the spin multiplicity: 1. The calculation puts the relative energy (zero: lowest compared OMol25 entry of this formula, charge and spin) at 9.38 kcal/mol.

Atoms and positions in Å:
Cl 7.7692 0.2749 -0.9886
Cl -3.6335 1.9504 -0.6447
H 1.5921 -1.7570 1.2233
C -2.8752 0.4103 -0.5028
F -4.8082 -0.4981 -1.3732
H -1.2985 1.6966 0.0064
H -0.5580 -1.3844 0.0658
C -3.5703 -0.6323 -0.9671
C 1.5811 -0.7065 1.4373
C -1.5080 0.6447 0.0034
H 0.8295 1.1594 0.7907
C 0.6146 0.1083 0.9085
C -0.5804 -0.3955 0.3194
H 7.0716 1.3570 -1.2682
F -3.1064 -1.8880 -0.9108
H 2.4803 -0.3398 1.9005

***

No. 10
# C6H6Cl2HgIN

C6H6Cl2HgIN as an isolated structure (ωB97M-V/def2-TZVPD, OMol25).

As for the total charge: +1. As for the HOMO-LUMO gap (alpha / beta): 9.0 / 6.0 eV. As for the spin multiplicity: 2.

Atoms and positions in Å:
H 1.4875 3.2936 5.3692
Hg 0.0122 0.3687 1.1590
Cl 0.5930 2.0358 3.6007
H -1.8718 -1.6586 -0.3657
I 2.1563 -0.6715 -4.5418
C -1.1585 -1.5145 -1.1654
C -1.2727 -2.1826 -2.3686
C 0.7638 -0.4254 -1.8884
C -0.3284 -1.9563 -3.3574
H -0.3967 -2.4700 -4.3068
Cl -0.6043 4.3031 5.0428
H 0.1246 2.2464 5.9062
H 1.5498 0.2795 -1.6540
N -0.1555 -0.6594 -0.9492
C 0.7079 -1.0629 -3.1171
H -2.0910 -2.8709 -2.5254
C 0.4838 2.9450 5.1621

***

No. 11
# C6H6ClF5O2

A 2-piece molecular cluster, C6H6ClF5O2 overall (ωB97M-V/def2-TZVPD, OMol25).

As for the total charge: 0. As for the SMILES: CCOC(O)=C(F)F.FC(F)=C(F)Cl. As for the HOMO-LUMO gap: 8.9 eV. As for the spin multiplicity: 1.

Atoms and positions in Å:
F 1.9264 -2.1016 1.7826
C 2.3475 0.6048 -0.5595
F 0.7484 2.1801 -1.2421
H -1.0380 0.0620 -1.5683
C -2.6823 0.8660 -0.3714
O 0.3165 -1.9391 -0.5227
H 0.9860 -2.5350 -0.3929
C 1.5747 1.6704 -0.2370
C 0.2201 -1.0849 0.5243
H -1.8104 -1.1593 -0.8206
F 0.6351 -0.6414 2.7899
H -3.0504 1.4128 -1.1538
F 3.1780 0.0279 0.3142
O -0.7189 -0.1853 0.4629
C -1.6164 -0.1409 -0.6609
H -2.0378 1.3973 0.2693
Cl 1.5409 2.5182 1.2357
H -3.5678 0.4499 0.1646
F 2.2340 -0.0549 -1.6957
C 0.8144 -1.3470 1.6817

***

No. 12
# C6H6ClN3

An isolated molecule of C6H6ClN3 (ωB97M-V/def2-TZVPD, OMol25).

As for the total charge: 0. As for the HOMO-LUMO gap (alpha / beta): 7.2 / 6.3 eV. As for the spin multiplicity: 3. The calculation puts the relative energy (zero: lowest compared OMol25 entry of this formula, charge and spin) at 7.96 kcal/mol.

Atoms and positions in Å:
H 1.5981 -0.7199 -3.1748
C -1.5395 -0.1863 0.6991
H 1.3501 -0.5875 1.7992
H -1.6729 1.3125 2.2540
C 1.2274 0.3348 1.2028
Cl -3.1610 0.3465 0.1184
C -0.1725 -0.6092 -1.9090
C -1.0022 0.7801 1.6706
N 1.8587 -0.0836 -1.1407
N 0.9411 0.1348 -0.1969
C 1.1843 -0.4913 -2.2079
H 2.1398 0.8983 1.2888
C -0.2861 -0.2119 -0.6041
H -1.7732 -1.1634 0.9680
H -0.8934 -0.8811 -2.5863
N 0.2015 1.1273 1.8187

***

Number 1: calculated total energy -232.07017 Eh. Number 2: calculated total energy -2277.34999 Eh. Number 3: calculated total energy -5380.12967 Eh. Number 4: calculated total energy -3555.90684 Eh. Number 5: calculated total energy -3070.07148 Eh. Number 6: calculated total energy -3519.06910 Eh. Number 7: calculated total energy -1285.44429 Eh. Number 8: calculated total energy -8515.63029 Eh. Number 9: calculated total energy -1352.24001 Eh. Number 10: calculated total energy -1658.20152 Eh. Number 11: calculated total energy -1342.09438 Eh. Number 12: calculated total energy -856.46414 Eh.